# 1
88
Properties=species:S:1:pos:R:3:forces:R:3:mulliken_charge:R:1 method="wB97M-V/def2-TZVPD" multiplicity=4 e_homo_ha="-0.3290 / -0.3641" lumo_ev="-3.438 / -3.424" total_energy_ha=-2967.708317 charge=+1
Tc -1.075 -1.406 0.430 0.64 1.23 1.81 0.1842
O 1.432 -2.893 4.913 -1.82 -0.80 -0.34 -0.7330
C 1.552 -4.104 4.270 0.05 -0.80 0.57 0.9194
C 2.091 -5.189 4.980 0.75 -0.39 -0.26 -0.5446
C 2.174 -6.420 4.316 -0.82 0.04 -0.82 -0.5249
C 1.695 -6.558 2.982 0.59 1.58 1.55 -0.7309
C 1.222 -5.456 2.298 -0.42 -0.16 0.46 -0.4052
C 1.056 -4.222 2.962 0.37 -0.30 0.59 0.1086
C 0.449 -3.037 2.359 -1.31 -1.13 -0.64 -0.8194
N -0.634 -3.021 1.636 1.73 -0.98 0.70 -0.0717
C -1.642 -4.130 1.420 2.68 -0.03 0.88 -0.4697
C -2.988 -3.482 1.377 -1.53 0.96 1.83 -0.8526
N -2.820 -1.996 1.286 -1.70 0.10 -0.01 0.2312
C -3.758 -1.166 1.663 1.76 -2.48 0.17 -0.3262
C -3.729 0.226 1.502 0.14 1.76 0.56 0.5526
C -4.925 0.880 1.933 0.82 1.25 -0.62 -0.8186
C -4.954 2.271 1.937 -0.78 0.29 0.10 -0.6276
C -3.915 3.000 1.358 0.51 -1.46 -0.88 -0.6139
C -2.756 2.373 0.894 -0.02 -0.27 1.13 -0.6770
C -2.547 0.998 1.161 0.15 -0.50 -0.47 0.8484
O -1.286 0.464 1.053 -2.71 0.65 -0.28 -0.6771
H 2.558 -5.071 5.991 -0.79 0.07 -1.06 0.3655
H 2.558 -7.326 4.783 0.03 0.44 0.17 0.4123
H 1.738 -7.487 2.493 0.21 -1.05 -0.50 0.4886
H 0.985 -5.609 1.255 -0.29 0.38 -0.07 0.4769
H 0.910 -2.076 2.555 0.14 0.10 -0.29 0.7049
H -1.494 -4.863 2.244 -0.39 0.32 -0.64 0.4164
H -1.366 -4.585 0.473 -0.12 -0.24 -0.04 0.2680
H -3.594 -3.812 2.284 0.64 0.75 -0.97 0.3977
H -3.563 -3.767 0.517 -0.16 -0.33 -0.53 0.3417
H -4.527 -1.580 2.288 -0.76 -0.20 -0.07 0.4022
H -5.838 0.326 2.140 0.39 -0.09 0.28 0.4018
H -5.798 2.881 2.312 0.29 -0.86 -0.31 0.3514
H -4.084 4.017 1.094 0.09 0.83 0.30 0.4457
H -1.946 2.972 0.499 0.09 -0.12 -0.07 0.5340
S 1.043 -0.688 -0.452 -0.69 -0.75 0.45 -0.3367
C 0.288 0.303 -1.608 0.40 -0.23 -2.18 0.9474
N 1.082 1.090 -2.412 -1.66 -0.18 0.28 0.5335
C 0.462 1.796 -3.558 1.45 0.49 0.44 -0.5996
C -0.906 2.266 -3.163 -0.01 -1.41 -1.05 -0.8672
N -1.703 1.102 -2.772 -0.56 -0.63 -0.21 0.5295
C -3.191 1.257 -2.796 1.03 1.42 0.75 -0.9381
C -3.740 1.700 -4.122 -0.83 -0.21 -0.63 0.5344
C -4.917 2.486 -4.183 0.11 -0.89 -0.35 -0.4833
C -5.606 2.613 -5.402 0.37 1.78 0.43 -0.6145
C -5.074 2.164 -6.588 1.09 -0.75 -0.07 -0.4243
C -3.828 1.489 -6.524 -0.78 0.52 -1.87 -0.4221
C -3.193 1.225 -5.338 0.49 -0.39 0.75 -0.2938
C -1.089 0.120 -2.020 -0.35 0.77 -0.38 -0.2581
S -1.980 -1.310 -1.574 -0.02 1.03 -1.42 -0.3872
C 2.485 0.882 -2.426 2.68 -0.45 1.28 -1.0015
C 3.267 2.181 -2.307 -0.82 1.65 -0.83 0.4366
C 4.408 2.458 -3.077 0.08 0.02 -0.15 -0.5365
C 5.000 3.729 -3.106 0.19 -0.21 0.85 -0.5665
C 4.415 4.763 -2.353 1.51 0.57 -1.29 -0.3867
C 3.349 4.495 -1.553 -0.74 0.14 0.92 -0.5839
C 2.719 3.264 -1.572 0.86 -0.83 -0.42 -0.1580
H 0.479 1.182 -4.467 -0.31 -0.25 0.25 0.2287
H 1.099 2.674 -3.817 -0.35 -0.50 0.43 0.4754
H -1.296 2.805 -4.021 -0.63 -0.25 -0.03 0.4891
H -0.869 2.934 -2.359 0.27 1.26 1.41 0.1861
H -3.413 2.048 -2.047 -0.03 -0.24 -0.24 0.2195
H -3.664 0.369 -2.399 0.06 -0.30 -0.29 0.6109
H -5.407 2.967 -3.322 0.66 -0.45 -0.13 0.3448
H -6.393 3.375 -5.421 -0.22 -0.75 -0.03 0.3002
H -5.544 2.339 -7.565 0.18 -0.01 0.60 0.3699
H -3.366 1.252 -7.506 -0.23 -0.18 0.93 0.3251
H -2.256 0.612 -5.366 -0.88 0.69 0.27 0.2771
H 2.801 0.299 -3.309 -0.17 0.30 0.06 0.3389
H 2.849 0.254 -1.532 -1.00 0.85 -1.40 0.3767
H 4.819 1.711 -3.764 -0.07 -0.05 0.48 0.3387
H 6.012 3.834 -3.543 -1.05 0.20 -0.24 0.3298
H 4.749 5.814 -2.475 0.19 -0.89 0.41 0.3520
H 3.029 5.234 -0.815 -0.29 0.04 -0.58 0.3540
H 1.783 3.217 -1.052 -0.27 -0.58 0.40 0.4751
O 2.340 -0.692 5.240 1.45 -1.21 -0.70 -0.5408
B 2.451 -2.052 4.903 1.74 0.57 0.92 1.1765
O 3.751 -2.554 4.630 -0.94 1.17 0.45 -0.4237
C 4.494 -1.386 4.652 -1.01 1.59 -1.11 0.2423
C 5.630 -1.164 3.921 0.66 -1.38 0.03 -0.4798
C 6.113 0.120 3.719 0.48 -0.10 0.09 -0.5260
C 5.354 1.193 4.100 -0.56 1.52 -0.21 -0.3608
C 4.053 1.006 4.620 0.27 0.24 0.64 -0.6911
C 3.663 -0.279 4.965 0.25 0.27 -0.69 0.6314
H 6.071 -2.037 3.442 0.26 0.22 0.23 0.3952
H 7.072 0.303 3.241 -0.21 -0.24 -0.03 0.3859
H 5.739 2.222 3.851 -0.67 -1.17 0.47 0.3065
H 3.389 1.864 4.746 0.15 -0.40 0.06 0.4101

=====

# 2
51
Properties=species:S:1:pos:R:3:forces:R:3:mulliken_charge:R:1 method="wB97M-V/def2-TZVPD" smiles="C=C/C(N)=C/CCC.O.O.O.O.O.O.O.O.O.O" e_homo_ha=-0.2936 lumo_ev=0.288 total_energy_ha=-1093.527692
C 1.578 1.828 -3.031 -1.77 -0.28 0.76 -0.6298
C 0.274 1.806 -2.643 0.40 -1.88 -0.33 -0.8419
C -0.282 0.714 -1.670 1.71 -0.71 -2.16 0.1782
N -0.139 1.031 -0.330 -0.65 -0.76 0.09 0.0009
C -0.717 -0.471 -2.271 0.72 0.18 2.59 -0.1502
C -1.197 -1.768 -1.432 3.18 0.63 -2.61 0.0774
C -1.418 -2.898 -2.490 -0.80 0.37 0.61 -0.6238
C 0.016 -3.212 -3.051 -2.45 1.65 -1.38 -1.5952
H 2.025 2.330 -3.892 -0.50 0.23 0.40 0.3060
H 2.258 1.222 -2.438 0.08 0.03 -0.14 0.2090
H -0.598 2.224 -3.134 0.55 0.73 -0.41 0.3964
H 0.548 1.707 -0.021 -0.20 0.24 -0.65 0.2406
H -0.199 0.269 0.334 -0.70 0.14 0.23 -0.0696
H -0.388 -0.713 -3.285 -0.53 0.72 0.19 0.3329
H -1.993 -1.460 -0.858 -1.94 0.11 1.55 0.5053
H -0.313 -2.076 -0.817 -0.87 0.22 0.03 0.0012
H -1.979 -3.867 -2.125 1.32 1.87 -0.35 0.3429
H -2.160 -2.423 -3.238 1.47 -1.00 0.65 0.2568
H 0.223 -4.193 -3.043 0.21 -3.94 -0.11 0.4729
H 0.935 -2.840 -2.715 0.75 1.56 1.84 0.4687
H 0.093 -2.911 -4.072 -0.30 0.06 -1.08 0.3874
O -1.701 -3.560 1.191 -4.78 -1.12 4.40 -0.5737
H -1.043 -2.977 1.232 4.13 4.10 0.59 0.2828
H -1.584 -3.978 0.426 0.47 -2.88 -4.91 0.3090
O 1.908 -0.749 0.866 -1.54 -0.65 -0.88 -0.6741
H 1.325 -0.521 0.091 0.97 -0.28 0.90 0.2335
H 1.288 -1.266 1.424 0.63 0.45 -0.31 0.3074
O 2.053 2.682 2.066 -1.50 0.44 4.93 -0.4454
H 1.773 3.036 1.289 -0.77 1.03 -3.61 0.2490
H 2.794 2.135 2.073 2.03 -1.51 -1.17 0.2773
O -3.421 0.832 -0.970 0.18 -0.35 0.55 -0.6399
H -3.396 0.082 -1.588 0.37 0.52 0.33 0.3466
H -2.585 0.820 -0.448 -0.67 -0.04 -0.76 0.3239
O 2.165 3.634 -0.514 -0.36 -2.36 0.28 -0.5882
H 1.827 4.405 -0.923 0.20 1.43 -0.12 0.2567
H 2.887 3.693 0.109 0.39 1.04 -0.28 0.3090
O -3.696 -0.709 1.774 -0.29 -0.32 -0.95 -0.7291
H -4.125 -0.374 0.941 0.70 -0.44 0.97 0.3409
H -3.582 -1.674 1.667 -0.38 0.50 -0.13 0.3128
O -0.887 -0.743 1.868 2.72 -0.38 -0.85 -0.5421
H -0.352 -0.651 2.680 -1.19 0.29 0.26 0.2974
H -1.823 -0.836 1.924 -1.36 0.31 0.90 0.1842
O 3.939 0.963 1.106 -0.37 -1.66 0.29 -0.7633
H 4.152 0.392 1.879 0.16 0.69 -0.62 0.3075
H 3.281 0.337 0.679 0.78 1.09 0.60 0.4207
O 0.455 0.051 4.390 -1.25 0.50 2.31 -0.7090
H 0.150 -0.480 5.222 0.78 1.78 -2.26 0.3165
H 0.194 1.029 4.545 0.35 -2.28 -0.26 0.3567
O 0.215 3.301 4.055 1.08 -1.23 0.63 -0.6617
H 0.154 3.958 3.377 -0.32 0.65 -0.59 0.2626
H 1.067 2.869 3.791 -0.85 0.52 0.06 0.3658

=====

# 3
17
Properties=species:S:1:pos:R:3:forces:R:3:mulliken_charge:R:1 method="wB97M-V/def2-TZVPD" smiles="C/C=C/NC.O" e_homo_ha=-0.2898 lumo_ev=0.961 total_energy_ha=-288.955741
C 0.319 -2.097 0.495 1.11 -1.49 -0.33 -1.1192
C 0.685 -0.653 0.525 -1.19 0.58 0.08 -0.5517
C -0.306 0.265 0.435 1.28 -0.60 0.23 -0.1780
N -0.148 1.600 0.112 0.21 -0.12 0.17 -0.2500
C 1.183 2.154 0.063 0.00 0.93 0.18 -0.9437
H 1.188 -2.749 0.300 0.21 0.52 0.09 0.3548
H -0.043 -2.549 1.423 -0.61 0.36 -0.16 0.2993
H -0.272 -2.338 -0.393 -0.63 0.05 0.52 0.1422
H 1.728 -0.392 0.568 0.15 0.19 -0.19 0.3561
H -1.323 -0.076 0.575 -0.14 0.10 -0.17 0.7352
H -0.825 2.226 0.496 -0.36 0.16 0.14 0.2080
H 1.618 2.421 1.038 -0.10 -0.50 0.10 0.3162
H 1.856 1.469 -0.442 0.01 0.10 -0.20 0.3102
H 1.130 3.119 -0.452 0.12 -0.27 -0.29 0.2899
O -2.607 -0.868 -1.479 -0.69 0.40 0.37 -0.6539
H -2.108 -0.064 -1.271 0.16 -0.55 -0.44 0.3848
H -2.074 -1.470 -1.993 0.46 0.15 -0.12 0.2997

=====

# 4
83
Properties=species:S:1:pos:R:3:forces:R:3:mulliken_charge:R:1 method="wB97M-V/def2-TZVPD" multiplicity=2 e_homo_ha="-0.3670 / -0.3707" lumo_ev="-4.799 / -4.792" total_energy_ha=-3142.098128 charge=+1
Ir -0.335 0.203 -0.524 1.71 0.98 -1.36 2.6067
N -2.448 2.361 2.859 0.13 -0.21 -0.27 0.1731
C -2.241 1.785 1.660 -0.59 0.28 0.42 -0.7310
N -1.093 1.364 1.254 0.32 -0.40 -0.66 -0.2945
C 0.032 1.534 2.046 0.41 -0.18 -1.12 -0.1999
N 1.220 1.264 1.583 1.25 1.54 3.24 -1.1153
N 1.419 0.809 0.377 0.65 -0.38 -2.01 0.6996
C 2.611 0.964 -0.190 -2.46 0.28 3.09 -0.7977
C 2.932 0.578 -1.496 0.25 -0.69 -2.87 1.1134
C 4.141 1.012 -2.093 -0.92 -0.09 0.97 -1.0607
C 4.422 0.753 -3.404 -0.63 -0.60 -0.80 -0.4029
C 3.477 0.048 -4.176 0.83 0.62 0.36 -0.8809
C 2.343 -0.407 -3.574 -0.21 -0.12 0.14 0.0053
N 2.081 -0.185 -2.266 1.46 0.56 -0.03 0.8160
C -0.135 2.039 3.391 -0.31 0.16 0.19 1.1607
C 0.921 2.118 4.300 -0.05 0.11 0.14 -0.2845
C 0.701 2.603 5.574 0.25 -0.16 -0.17 -0.9058
C -0.566 3.028 5.954 -0.36 -0.02 -0.26 -0.4467
C -1.626 2.966 5.065 0.10 0.09 0.19 -0.9644
C -1.416 2.463 3.789 0.48 -0.16 -0.25 -0.0114
H -3.373 2.679 3.118 0.05 -0.10 -0.14 0.2863
H -3.094 1.670 1.004 -0.08 0.04 0.00 0.6230
H 3.357 1.530 0.355 -0.03 -0.08 0.18 0.4129
H 4.829 1.576 -1.488 0.05 0.11 0.15 0.4732
H 5.346 1.085 -3.850 0.06 0.08 -0.01 0.4580
H 3.642 -0.140 -5.223 -0.02 -0.06 -0.12 0.4677
H 1.602 -0.987 -4.102 -0.09 0.00 0.06 0.5392
H 1.901 1.801 3.978 0.07 -0.02 -0.02 0.5152
H 1.521 2.657 6.273 0.05 0.03 0.06 0.4571
H -0.730 3.414 6.948 -0.03 0.06 0.10 0.4650
H -2.606 3.316 5.352 -0.12 -0.01 0.06 0.4570
C 0.083 -3.359 2.853 0.06 0.52 -0.17 -1.0116
S 0.061 -1.546 2.606 -0.20 -0.94 1.26 0.4992
O -0.623 -1.395 1.287 -0.33 0.34 -2.04 -0.6693
C -1.238 -1.220 3.837 0.45 0.04 -0.22 0.3936
C -2.562 -1.429 3.497 0.03 -0.02 -0.29 -0.4463
C -3.545 -1.234 4.452 0.03 0.00 -0.02 -0.7675
C -3.194 -0.815 5.725 0.00 0.04 0.08 -0.5014
C -1.866 -0.589 6.051 -0.03 -0.06 0.02 -0.6757
C -0.876 -0.799 5.105 0.12 -0.02 -0.06 -0.4391
H -0.934 -3.735 2.868 -0.13 0.08 -0.06 0.3831
H 0.580 -3.575 3.791 0.11 0.01 0.18 0.4256
H 0.630 -3.789 2.020 0.13 0.01 -0.08 0.3216
H -2.810 -1.738 2.492 -0.05 -0.06 -0.11 0.5911
H -4.577 -1.429 4.207 -0.11 0.02 -0.04 0.4641
H -3.962 -0.674 6.470 -0.08 0.03 0.10 0.4488
H -1.600 -0.263 7.044 0.04 0.04 0.11 0.4834
H 0.164 -0.642 5.350 0.11 0.06 0.05 0.4641
F 4.186 -7.273 -3.131 0.00 0.20 0.10 -0.2598
C 2.861 -7.267 -3.372 0.15 -0.43 -0.04 0.8557
F 2.358 -8.323 -2.704 -0.13 0.13 0.07 -0.2463
F 2.707 -7.524 -4.675 -0.18 0.16 -0.12 -0.2687
C 2.225 -5.973 -2.948 -0.03 0.13 0.03 0.3463
C 1.282 -5.324 -3.750 0.24 -0.34 0.09 -0.6092
C 0.771 -4.108 -3.370 0.03 0.30 0.23 -0.7033
C 1.220 -3.486 -2.171 0.26 -0.81 -0.27 -0.1665
C 2.098 -4.216 -1.321 -0.11 0.22 -0.10 -0.4876
C 2.603 -5.425 -1.718 -0.04 -0.22 -0.21 -0.9336
C 0.923 -2.188 -1.871 -0.09 0.77 0.27 0.3806
C 0.992 -0.913 -1.679 -1.90 0.46 0.81 -0.7125
H 0.971 -5.777 -4.679 -0.02 -0.01 -0.06 0.4595
H 0.050 -3.595 -3.987 -0.07 0.06 -0.07 0.6042
H 2.403 -3.765 -0.390 0.08 0.03 0.11 0.5000
H 3.313 -5.954 -1.100 0.04 -0.01 0.06 0.4014
F -4.773 3.686 -2.085 -0.21 -0.02 0.03 -0.3537
C -3.718 3.769 -2.904 0.81 0.20 0.29 0.3586
C -2.519 4.155 -2.413 -1.56 -0.25 -0.22 -0.0673
N -1.416 4.253 -3.196 -0.27 0.06 -1.21 0.1139
C -0.141 4.470 -2.606 0.97 -1.17 1.06 -1.2660
C 0.317 3.170 -1.768 0.61 2.74 -1.79 0.8852
O 1.513 3.031 -1.629 1.09 -0.62 0.28 -0.6044
O -0.644 2.497 -1.358 -0.98 -3.67 1.10 -0.7292
C -1.458 3.880 -4.550 -0.13 0.37 0.99 0.4380
O -0.473 3.884 -5.240 0.58 -0.13 -0.54 -0.6291
N -2.701 3.546 -5.013 -0.15 -0.18 -0.46 -0.0706
C -3.898 3.402 -4.308 0.35 0.12 0.45 0.3050
O -4.902 3.021 -4.844 -0.35 -0.04 -0.06 -0.5948
H -2.409 4.406 -1.369 0.02 0.02 0.01 0.4505
H -0.151 5.296 -1.893 -0.10 0.11 -0.18 0.2970
H 0.603 4.641 -3.385 -0.19 0.00 0.23 0.3798
H -2.737 3.285 -5.995 0.00 0.05 0.26 0.2334
N -2.396 -0.612 -2.763 -0.38 -0.30 -0.99 -0.8369
C -1.630 -0.331 -1.956 -0.71 0.30 1.89 -0.0668